[1]
Density functional theory data (ωB97M-V/def2-TZVPD) for a structure of composition C24H49ClNO7 at a distorted geometry.

```
82
Properties=species:S:1:pos:R:3:forces:R:3:mulliken_charge:R:1
N 1.575 -1.509 -1.922 -2.64 2.31 -6.65 -0.29
C 0.439 -0.776 -1.440 -1.35 2.01 -3.35 -0.41
C -0.894 -1.305 -2.016 -0.14 0.58 0.53 -0.34
C -2.010 -0.322 -1.587 0.53 -1.07 -0.23 0.33
Cl -2.562 0.666 -3.000 -0.05 0.20 0.23 -0.31
H 2.371 -0.873 -1.926 0.01 0.32 -0.82 0.53
H 0.299 -0.804 -0.322 -0.43 1.86 -1.53 -0.23
H 0.469 0.308 -1.693 -0.15 -0.19 -0.02 0.09
H -1.148 -2.282 -1.592 0.17 -0.08 -0.05 0.05
H -0.836 -1.413 -3.101 -0.02 0.03 0.13 0.40
H -1.594 0.307 -0.808 -0.35 0.44 -0.20 -0.13
H -2.882 -0.851 -1.214 -0.08 0.21 -0.13 0.06
C -5.166 -3.315 0.612 0.14 0.08 -0.01 -1.09
C -4.683 -3.501 -0.809 -0.10 -0.03 0.08 0.81
O -3.649 -3.016 -1.192 -0.02 -0.11 -0.03 -0.47
C -5.562 -4.324 -1.726 0.12 0.04 -0.09 -1.18
H -4.449 -2.708 1.159 0.01 0.00 0.00 0.26
H -6.138 -2.818 0.617 -0.04 -0.08 0.01 0.33
H -5.271 -4.284 1.104 -0.08 0.00 -0.02 0.34
H -6.549 -3.865 -1.811 -0.03 -0.05 0.06 0.34
H -5.683 -5.332 -1.325 -0.08 0.03 0.04 0.35
H -5.105 -4.378 -2.710 0.01 0.00 0.00 0.28
C -0.377 3.219 1.863 -0.27 -0.20 -0.35 -1.02
C -0.879 1.818 2.118 0.19 0.00 0.47 0.91
O -1.369 1.100 1.284 -0.15 0.10 -0.29 -0.52
C -0.694 1.327 3.538 -0.05 -0.10 -0.02 -1.08
H -0.569 3.540 0.842 -0.12 -0.11 -0.03 0.29
H -0.871 3.900 2.559 0.20 0.06 0.06 0.40
H 0.698 3.198 2.036 0.02 0.19 0.20 0.14
H -1.236 1.972 4.234 0.06 0.05 0.02 0.38
H 0.366 1.353 3.796 -0.01 0.07 0.02 0.18
H -1.071 0.309 3.621 0.01 0.00 -0.01 0.29
C 4.616 1.338 3.213 -0.18 -0.19 0.13 -1.21
C 3.417 1.790 2.428 -0.07 -0.05 -0.34 1.04
O 2.452 2.294 2.976 0.13 -0.05 0.25 -0.53
C 3.453 1.628 0.931 -0.09 0.41 0.01 -1.08
H 4.448 1.535 4.267 0.05 0.01 -0.01 0.22
H 4.775 0.269 3.056 -0.01 0.02 -0.19 0.37
H 5.502 1.886 2.891 0.01 -0.06 -0.04 0.35
H 3.526 0.582 0.640 0.16 -0.13 0.14 0.21
H 4.316 2.173 0.541 0.07 -0.09 -0.05 0.41
H 2.547 2.040 0.490 -0.03 0.05 0.05 0.22
C 3.470 4.395 6.035 0.02 -0.14 -0.08 -0.95
C 4.857 4.632 5.484 -0.17 -0.02 0.00 0.81
O 5.373 3.844 4.731 0.20 0.16 0.05 -0.48
C 5.558 5.901 5.914 0.12 -0.06 -0.09 -1.18
H 3.078 3.461 5.638 -0.01 0.02 -0.04 0.15
H 3.502 4.350 7.125 -0.02 0.09 0.01 0.36
H 2.807 5.212 5.741 0.01 0.04 0.08 0.31
H 5.672 5.917 7.000 -0.07 0.05 0.01 0.33
H 4.971 6.772 5.616 -0.04 0.00 0.08 0.32
H 6.539 5.951 5.448 0.00 -0.01 0.00 0.31
C -4.980 3.069 -4.097 -0.06 0.22 0.14 -0.90
C -5.367 4.231 -4.972 0.00 -0.06 -0.06 0.76
O -5.684 5.307 -4.520 -0.02 0.01 0.01 -0.56
C -5.340 3.986 -6.465 -0.04 0.16 0.01 -1.05
H -5.033 3.361 -3.052 0.01 -0.01 0.01 0.32
H -5.653 2.227 -4.270 0.09 -0.06 -0.06 0.34
H -3.963 2.746 -4.321 -0.04 -0.09 -0.04 0.20
H -6.025 3.177 -6.724 0.07 -0.06 0.00 0.31
H -4.334 3.697 -6.777 -0.03 -0.09 0.00 0.31
H -5.635 4.891 -6.990 0.00 0.01 0.00 0.29
C 1.518 -4.248 -3.281 0.33 -0.17 0.00 -0.86
C 1.888 -5.530 -3.963 -0.05 -0.13 -0.05 0.72
O 3.028 -5.928 -4.075 -0.05 0.04 0.02 -0.59
C 0.739 -6.347 -4.533 0.13 -0.06 -0.03 -1.10
H 2.384 -3.719 -2.898 -0.01 0.01 -0.04 0.31
H 0.999 -3.581 -3.970 -0.09 0.04 0.09 0.26
H 0.851 -4.449 -2.440 -0.13 0.06 -0.06 0.21
H 0.196 -5.757 -5.273 -0.07 0.02 0.07 0.30
H 0.045 -6.619 -3.735 -0.06 0.08 -0.03 0.30
H 1.124 -7.250 -5.002 0.02 0.01 0.01 0.32
C 1.960 -2.996 2.386 0.48 -0.03 0.51 -1.49
C 2.446 -2.097 1.271 -1.71 -1.08 -0.49 0.55
O 3.422 -1.390 1.413 0.63 0.30 0.57 -0.57
C 1.663 -2.106 -0.019 2.79 -3.12 7.51 -0.20
H 2.607 -2.889 3.255 0.03 -0.12 0.24 0.40
H 0.939 -2.726 2.661 -0.03 -0.02 -0.08 0.30
H 1.965 -4.036 2.056 -0.08 0.01 -0.05 0.35
H 0.630 -1.804 0.169 1.01 -1.64 1.12 0.12
H 1.657 -3.113 -0.443 0.44 -0.18 0.26 0.25
H 2.102 -1.415 -0.745 1.02 -0.65 2.47 -0.29
```
Positions in Å, forces in eV/Å.

For the total energy, the calculation gives -1985.278802 a.u. Its HOMO-LUMO gap is 3.38 eV. The value obtained for the LUMO energy is 2.3 eV. Its charge is -1. As for the max |F|: 8.60 eV Å⁻¹. The value obtained for the HOMO energy is -0.0412 Eh.

---

[2]
Density functional theory data (ωB97M-V/def2-TZVPD) for a cluster of 2 separate species, C10H15IN in total at a distorted geometry.

```
27
Properties=species:S:1:pos:R:3:forces:R:3:nbo_charge:R:1
C 1.893 -0.458 0.196 2.32 -0.07 -1.22 -0.20
C 1.349 0.928 -1.702 1.15 -1.90 -0.93 -0.20
C 0.901 0.151 0.855 -3.08 0.77 0.57 -0.17
C 0.108 1.245 -1.218 -1.08 -0.73 1.17 -0.21
C 2.199 -0.051 -1.118 -0.53 1.22 1.02 0.04
C -0.163 0.857 0.139 0.98 0.26 -0.04 -0.21
C 3.421 -0.472 -1.855 1.79 0.35 0.14 -0.65
C -1.256 -2.190 1.149 -0.24 -3.25 0.49 -0.73
C -2.210 -1.199 1.614 -0.62 1.19 -0.32 -0.14
C -1.429 1.090 0.827 0.08 -2.39 1.71 -0.06
N -2.438 1.829 0.075 -1.59 1.24 -2.24 -0.75
I -1.429 1.843 2.873 0.13 0.03 -0.90 0.19
H 2.589 -1.130 0.713 -0.34 0.29 -0.15 0.23
H 1.603 1.219 -2.714 -0.03 0.21 0.01 0.22
H 0.835 -0.016 1.936 -0.40 0.10 -0.41 0.23
H -0.625 1.604 -1.989 0.62 0.12 1.20 0.21
H 3.367 0.186 -2.707 0.83 0.00 -0.58 0.22
H 4.507 -0.388 -1.367 -2.67 -0.02 -0.64 0.25
H 3.322 -1.477 -2.243 0.02 -0.36 0.06 0.24
H -0.608 -2.549 1.976 -0.55 0.20 -0.14 0.24
H -1.702 -3.178 0.683 0.57 2.18 0.64 0.26
H -0.514 -1.815 0.501 0.69 0.65 -1.39 0.26
H -2.169 -0.965 2.661 0.26 0.55 0.26 0.20
H -3.252 -1.215 1.300 0.22 0.07 -0.49 0.19
H -2.586 2.772 0.470 0.18 -0.19 -0.26 0.45
H -3.378 1.460 -0.091 -0.31 -0.86 1.69 0.44
H -2.336 1.917 -0.964 1.61 0.35 0.75 0.44
```
Positions in Å, forces in eV/Å.

For the total energy, the calculation gives -742.081832 a.u. Its HOMO-LUMO gap (spin up / spin down) is 6.87 / 7.43 eV. The relative energy (zero: lowest compared OMol25 entry of this formula, charge and spin) is 156.8 kJ/mol. The value obtained for the LUMO energy (spin up / spin down) is -4.5 / -3.8 eV. Its charge is +1. As for the max |F|: 3.29 eV Å⁻¹. The value obtained for the HOMO energy (spin up / spin down) is -0.4165 / -0.4141 Eh.

---

[3]
Density functional theory data (ωB97M-V/def2-TZVPD) for a structure of composition C30H36CoOPSb2Se4 at a distorted geometry.

```
75
Properties=species:S:1:pos:R:3:forces:R:3:lowdin_spin:R:1
Co -1.199 0.350 -1.718 -0.31 2.42 1.36 1.82
C 1.954 3.202 -1.324 -0.12 -0.11 -0.02 0.01
C 0.490 2.849 -1.456 0.07 0.05 0.07 0.05
C -0.001 2.299 -2.636 -0.04 0.43 0.25 -0.01
C -1.388 2.090 -2.830 -0.06 0.22 0.44 0.00
C -1.918 1.819 -4.203 -0.01 0.18 -0.14 0.00
C -2.251 2.333 -1.732 0.81 0.41 0.08 -0.03
C -1.745 2.824 -0.508 -0.06 0.02 -0.17 0.04
C -2.668 3.023 0.668 0.15 0.11 -0.11 0.01
C -0.392 3.102 -0.395 0.07 0.09 -0.02 -0.02
H 2.078 4.289 -1.285 -0.01 -0.06 0.00 0.00
H 2.533 2.819 -2.168 -0.07 0.03 0.09 0.00
H 2.381 2.786 -0.408 -0.03 0.01 -0.05 0.00
H 0.668 2.121 -3.464 0.12 -0.13 -0.10 0.00
H -1.953 2.749 -4.779 -0.01 -0.02 0.02 0.00
H -2.922 1.412 -4.161 -0.20 -0.12 -0.01 0.00
H -1.277 1.121 -4.729 0.11 -0.19 -0.12 0.00
H -3.312 2.274 -1.884 -0.40 -0.16 0.03 0.00
H -2.692 4.072 0.975 0.00 -0.02 -0.02 0.00
H -2.320 2.444 1.524 0.01 -0.07 0.04 0.00
H -3.684 2.714 0.433 -0.07 -0.05 -0.02 0.00
H -0.005 3.492 0.547 -0.03 -0.06 -0.12 0.00
Se -0.492 -5.512 -2.245 -0.26 0.30 -0.23 0.42
Sb 0.815 -3.767 -3.506 0.63 -0.93 0.45 0.22
Se 1.111 -1.142 -4.323 0.10 0.36 -0.44 0.28
Se -0.544 -1.429 -2.663 0.96 -2.63 -1.70 0.04
Se 3.048 -4.097 -2.632 -0.14 0.27 -0.07 0.09
C -4.840 -0.564 0.277 -0.30 -0.04 0.29 0.02
Sb -3.097 -1.025 -0.921 -0.82 -0.46 0.48 0.01
C -4.148 -1.931 -2.529 -0.75 0.10 0.33 0.00
C -2.594 -2.846 0.034 -0.41 0.08 0.47 0.00
H -5.481 -1.461 0.363 0.31 0.38 -0.06 0.00
H -5.429 0.247 -0.180 0.22 -0.24 0.14 0.00
H -4.534 -0.252 1.290 -0.11 -0.08 -0.38 0.00
H -5.152 -2.214 -2.183 0.22 -0.01 -0.12 0.00
H -3.609 -2.808 -2.849 0.24 -0.26 -0.11 0.00
H -4.243 -1.240 -3.354 0.02 0.15 -0.27 0.00
H -3.521 -3.317 0.376 0.12 -0.03 -0.05 0.00
H -1.964 -2.641 0.894 0.13 -0.03 0.11 0.00
H -2.075 -3.512 -0.643 0.19 -0.12 -0.25 0.00
O 0.000 0.041 0.149 -0.35 0.40 -0.11 0.01
P 1.127 -0.208 1.085 -0.21 0.06 0.08 0.00
C 1.038 -1.856 1.776 0.11 -0.19 0.29 0.00
C 1.010 -2.893 0.839 -0.05 -0.11 0.15 0.00
C 0.934 -4.211 1.266 0.01 0.02 0.11 0.00
C 0.892 -4.492 2.630 -0.01 -0.02 -0.04 0.00
C 0.946 -3.465 3.568 0.01 0.11 -0.14 0.00
C 1.030 -2.140 3.143 -0.04 -0.22 -0.14 0.00
C 2.732 -0.141 0.318 0.49 -0.02 0.17 0.00
C 3.908 -0.247 1.079 -0.02 0.02 -0.30 0.00
C 5.134 -0.332 0.436 -0.12 -0.02 0.04 0.00
C 5.187 -0.364 -0.959 0.02 -0.01 -0.06 0.00
C 4.022 -0.299 -1.708 -0.02 -0.02 0.11 0.00
C 2.790 -0.169 -1.068 0.15 0.06 -0.17 0.00
C 1.055 0.999 2.434 0.12 0.18 0.09 0.00
C 2.016 1.993 2.626 -0.18 -0.01 0.12 0.00
C 1.805 3.003 3.566 -0.02 -0.13 -0.10 0.00
C 0.633 3.026 4.310 -0.06 -0.05 -0.06 0.00
C -0.331 2.036 4.122 0.10 0.00 -0.06 0.00
C -0.123 1.031 3.187 0.10 0.14 0.08 0.00
H 1.049 -2.681 -0.224 -0.03 0.00 -0.05 0.00
H 0.906 -5.000 0.521 -0.01 0.05 0.03 0.01
H 0.821 -5.526 2.966 0.03 0.19 -0.07 0.00
H 0.922 -3.691 4.628 0.01 0.01 -0.04 0.00
H 1.092 -1.339 3.870 -0.04 -0.02 0.01 0.00
H 3.858 -0.281 2.163 0.01 0.00 -0.05 0.00
H 6.047 -0.405 1.021 -0.10 0.00 -0.08 0.00
H 6.149 -0.473 -1.459 -0.22 0.02 0.10 0.00
H 4.039 -0.390 -2.788 0.01 0.02 0.06 0.00
H 1.878 -0.114 -1.654 0.04 -0.09 0.02 0.00
H 2.923 1.988 2.031 -0.05 0.01 0.04 0.00
H 2.554 3.775 3.707 -0.06 -0.06 -0.03 0.00
H 0.459 3.824 5.025 0.03 -0.11 -0.05 0.00
H -1.249 2.056 4.699 0.04 0.00 -0.03 0.00
H -0.881 0.271 3.024 0.01 0.05 0.00 0.00
```
Positions in Å, forces in eV/Å.

Its spin multiplicity is 4. For the total energy, the calculation gives -13050.460495 a.u. Its HOMO-LUMO gap (spin up / spin down) is 5.80 / 5.28 eV. The relative energy (zero: lowest compared OMol25 entry of this formula, charge and spin) is 300.3 kJ/mol. The value obtained for the LUMO energy (spin up / spin down) is 2.2 / 1.7 eV. Its charge is -1. As for the max |F|: 3.28 eV Å⁻¹. The value obtained for the HOMO energy (spin up / spin down) is -0.1337 / -0.1331 Eh. Its expectation value of S² is 3.817.

---

[4]
Density functional theory data (ωB97M-V/def2-TZVPD) for the molecule C4H10N2O at a distorted geometry.

```
17
Properties=species:S:1:pos:R:3:forces:R:3:nbo_charge:R:1
C -0.675 -1.385 -0.247 0.07 0.25 0.21 -0.63
C -0.888 -0.018 0.379 0.66 0.44 1.97 -0.03
C -1.645 0.936 -0.534 0.36 0.06 0.09 -0.64
N 0.469 0.572 0.965 -1.76 -1.02 -2.02 -0.53
N 1.173 0.761 -0.285 0.51 0.71 -0.21 -0.40
C 2.288 0.165 -0.311 0.06 0.27 0.41 0.40
O 2.835 -0.500 0.707 0.08 -0.30 0.15 -0.68
H -0.186 -1.290 -1.211 0.11 -0.04 -0.14 0.22
H -1.642 -1.868 -0.403 0.07 0.04 0.04 0.22
H -0.069 -2.015 0.404 0.00 -0.06 -0.03 0.22
H -1.441 -0.142 1.317 -0.26 -0.12 -0.16 0.19
H -1.068 1.120 -1.440 -0.09 0.04 0.02 0.23
H -2.608 0.499 -0.807 0.05 0.01 0.04 0.21
H -1.831 1.891 -0.033 -0.01 -0.04 -0.08 0.21
H 0.222 1.514 1.276 0.07 -0.17 -0.12 0.36
H 2.900 0.219 -1.202 0.04 -0.12 -0.04 0.17
H 2.166 -0.458 1.424 0.04 0.06 -0.13 0.51
```
Positions in Å, forces in eV/Å.

For the total energy, the calculation gives -343.116346 a.u. Its HOMO-LUMO gap is 10.19 eV. The relative energy (zero: lowest compared OMol25 entry of this formula, charge and spin) is 223.5 kJ/mol. The value obtained for the LUMO energy is 1.0 eV. Its charge is 0. As for the SMILES: CC(C)N/N=C\O. As for the max |F|: 2.87 eV Å⁻¹. The value obtained for the HOMO energy is -0.3368 Eh.